[1]
This record from the OMol25 dataset describes an isolated molecule of C10H20O3. The level of theory is ωB97M-V/def2-TZVPD.

The value obtained for the total energy is -618.7768 Eh. For the largest force on an atom, the calculation gives 0.697 eV/Å. As for the HOMO-LUMO gap: 10.80 eV. Its structure (SMILES) is CCCCC[C@H](O)CCCC(=O)O. The calculation puts the HOMO energy at -0.369 hartree.

CARTESIAN COORDINATES (ANGSTROEM)
C1 -4.030 -1.842 0.465
C2 -4.089 -0.358 0.123
C3 -2.818 0.154 -0.555
C4 -1.603 0.160 0.370
C5 -0.373 0.756 -0.313
C6 0.818 0.847 0.648
O1 0.500 1.639 1.775
C7 2.080 1.407 -0.030
C8 2.627 0.592 -1.203
C9 2.895 -0.877 -0.862
C10 3.818 -1.031 0.321
O2 3.587 -1.684 1.302
O3 4.970 -0.366 0.158
H1 -4.984 -2.174 0.869
H2 -3.262 -2.042 1.207
H3 -3.813 -2.429 -0.425
H4 -4.266 0.217 1.035
H5 -4.935 -0.184 -0.547
H6 -2.604 -0.463 -1.431
H7 -2.997 1.174 -0.907
H8 -1.368 -0.858 0.683
H9 -1.828 0.739 1.267
H10 -0.103 0.139 -1.171
H11 -0.608 1.760 -0.682
H12 1.032 -0.139 1.071
H13 0.265 2.523 1.468
H14 2.849 1.491 0.741
H15 1.861 2.418 -0.387
H16 3.563 1.052 -1.526
H17 1.931 0.631 -2.042
H18 3.377 -1.355 -1.718
H19 1.970 -1.407 -0.641
H20 5.539 -0.489 0.934



[2]
This record from the OMol25 dataset describes a structure of composition C27H44BrNP2SZn. The level of theory is ωB97M-V/def2-TZVPD.

The value obtained for the total energy is -6543.3670 Eh. As for the charge: +2. For the largest force on an atom, the calculation gives 4.109 eV/Å. As for the HOMO-LUMO gap (spin up / spin down): 2.64 / 2.64 eV. The calculation puts the HOMO energy (spin up / spin down) at -0.461 / -0.461 hartree.

CARTESIAN COORDINATES (ANGSTROEM)
C1 8.049 -1.990 2.606
C2 7.983 -1.518 1.259
C3 9.234 -1.314 0.628
C4 10.426 -1.478 1.340
N1 10.453 -1.882 2.609
C5 9.298 -2.135 3.227
C6 6.786 -1.220 0.509
C7 5.633 -0.661 0.409
C8 4.550 0.125 1.033
C9 3.283 -0.454 1.199
C10 2.180 0.376 1.450
C11 2.390 1.759 1.455
C12 3.680 2.295 1.620
C13 4.765 1.466 1.392
Zn1 5.377 -1.011 -1.460
P1 1.086 -1.866 -2.738
H1 9.287 -0.999 -0.417
H2 7.160 -2.240 3.182
H3 11.390 -1.279 0.863
H4 9.384 -2.470 4.272
H5 5.782 1.867 1.414
H6 3.140 -1.522 1.043
H7 3.798 3.347 1.862
H8 1.180 -0.052 1.578
C14 -0.586 -1.364 -3.412
C15 -1.208 -2.140 -4.573
H9 -0.455 -0.313 -3.720
H10 -1.265 -1.347 -2.539
H11 -2.251 -1.811 -4.685
H12 -0.700 -1.923 -5.525
H13 -1.206 -3.226 -4.403
C16 1.612 -3.272 -3.854
C17 2.733 -4.158 -3.292
H14 1.974 -2.765 -4.769
H15 0.730 -3.868 -4.144
H16 3.564 -4.193 -4.007
H17 3.136 -3.790 -2.338
H18 2.372 -5.190 -3.175
C18 0.508 -2.825 -1.264
C19 -0.306 -4.092 -1.546
H19 -0.084 -2.110 -0.665
H20 1.421 -3.061 -0.691
H21 -0.377 -4.680 -0.618
H22 -1.334 -3.860 -1.864
H23 0.163 -4.737 -2.301
Br1 0.939 2.900 1.219
P2 2.579 2.528 -3.716
C20 1.983 0.933 -4.399
C21 1.668 1.062 -5.893
H24 1.084 0.658 -3.830
H25 2.740 0.155 -4.203
H26 1.506 0.079 -6.346
H27 0.759 1.660 -6.067
H28 2.488 1.552 -6.426
C22 1.172 3.042 -2.637
C23 0.996 4.560 -2.660
H29 1.378 2.688 -1.616
H30 0.257 2.547 -2.999
H31 0.125 4.846 -2.062
H32 1.874 5.066 -2.239
H33 0.847 4.936 -3.678
C24 3.904 2.248 -2.487
C25 5.250 2.501 -3.167
H34 3.800 1.234 -2.067
H35 3.733 2.968 -1.663
H36 6.061 2.482 -2.437
H37 5.467 1.753 -3.937
H38 5.243 3.484 -3.649
C26 -1.325 -0.158 3.673
S1 -1.433 -0.630 1.945
C27 -2.618 -1.970 2.136
H39 -1.162 0.924 3.713
H40 -0.470 -0.665 4.136
H41 -2.253 -0.414 4.194
H42 -3.383 -1.687 2.868
H43 -3.084 -2.132 1.159
H44 -2.098 -2.883 2.447



[3]
This record from the OMol25 dataset describes a structure of composition C26H36ClNPdSi3. The level of theory is ωB97M-V/def2-TZVPD.

Its spin multiplicity is 3. The value obtained for the total energy is -2523.7299 Eh. As for the charge: -2. For the largest force on an atom, the calculation gives 0.562 eV/Å. As for the HOMO-LUMO gap (spin up / spin down): 4.13 / 6.25 eV. The calculation puts the HOMO energy (spin up / spin down) at 0.029 / -0.050 hartree. As for the expectation value of S²: 2.02.

CARTESIAN COORDINATES (ANGSTROEM)
Pd1 0.074 -0.358 0.207
C1 0.417 -1.085 3.789
Si1 -0.749 -0.465 2.391
C2 -2.332 -1.488 2.726
C3 -1.244 1.287 2.992
C4 -1.673 1.575 4.292
C5 -2.020 2.864 4.672
C6 -1.941 3.897 3.744
C7 -1.517 3.624 2.451
C8 -1.164 2.330 2.053
Si2 -0.579 1.888 0.276
C9 -1.998 2.564 -0.800
C10 0.824 3.154 -0.041
H1 -0.021 -0.969 4.789
H2 1.357 -0.527 3.765
H3 0.656 -2.144 3.645
H4 -2.671 -1.380 3.764
H5 -2.157 -2.552 2.534
H6 -3.141 -1.157 2.069
H7 -1.736 0.775 5.026
H8 -2.349 3.067 5.687
H9 -2.209 4.909 4.032
H10 -1.459 4.440 1.733
H11 -2.173 3.632 -0.614
H12 -2.923 2.031 -0.587
H13 -1.774 2.432 -1.864
H14 0.530 4.181 0.216
H15 1.115 3.133 -1.095
H16 1.710 2.894 0.544
C11 1.085 -3.704 0.645
Si3 2.528 -2.693 -0.019
C12 3.428 -3.897 -1.188
C13 3.686 -2.401 1.451
N1 1.974 -1.281 -0.783
C14 2.731 -0.506 -1.611
C15 4.144 -0.593 -1.725
C16 4.868 0.201 -2.602
C17 4.242 1.140 -3.411
C18 2.857 1.273 -3.296
C19 2.128 0.487 -2.428
H17 1.452 -4.517 1.282
H18 0.509 -4.144 -0.173
H19 0.411 -3.076 1.234
H20 3.695 -4.817 -0.658
H21 4.336 -3.481 -1.628
H22 2.755 -4.165 -2.007
H23 3.905 -3.334 1.980
H24 3.200 -1.718 2.153
H25 4.635 -1.951 1.146
H26 4.678 -1.290 -1.090
H27 5.948 0.089 -2.642
H28 4.811 1.766 -4.088
H29 2.335 2.017 -3.891
H30 1.058 0.631 -2.324
Cl1 -4.516 -0.575 -0.811
C20 -3.345 -0.291 -2.087
C21 -3.765 0.433 -3.188
C22 -2.891 0.681 -4.236
C23 -1.596 0.161 -4.156
C24 -1.192 -0.560 -3.056
C25 -2.037 -0.796 -1.941
C26 -1.563 -1.518 -0.805
H31 -4.780 0.811 -3.209
H32 -3.211 1.262 -5.091
H33 -0.892 0.333 -4.963
H34 -0.180 -0.947 -3.000
H35 -0.755 -2.215 -0.996
H36 -2.267 -1.904 -0.082



[4]
This record from the OMol25 dataset describes an isolated molecule of C5H9N. The level of theory is ωB97M-V/def2-TZVPD.

The value obtained for the total energy is -250.6488 Eh. For the largest force on an atom, the calculation gives 1.081 eV/Å. As for the HOMO-LUMO gap: 12.35 eV. Its structure (SMILES) is CC(C)CC#N. The calculation puts the HOMO energy at -0.421 hartree.

CARTESIAN COORDINATES (ANGSTROEM)
C1 1.344 -0.791 0.317
C2 0.447 0.408 -0.064
C3 -0.212 0.143 -1.447
C4 -0.605 0.706 1.087
C5 -1.803 -0.086 0.815
N1 -2.664 -0.717 0.370
H1 1.455 -0.895 1.400
H2 2.351 -0.695 -0.109
H3 0.929 -1.730 -0.067
H4 1.079 1.302 -0.144
H5 0.125 -0.810 -1.872
H6 -0.022 0.920 -2.191
H7 -1.292 0.040 -1.354
H8 -0.920 1.758 1.178
H9 -0.213 0.446 2.081



[5]
This record from the OMol25 dataset describes a structure of composition C19H18NOOsS. The level of theory is ωB97M-V/def2-TZVPD.

Its spin multiplicity is 5. The value obtained for the total energy is -1353.1668 Eh. As for the charge: +1. For the largest force on an atom, the calculation gives 2.768 eV/Å. As for the HOMO-LUMO gap (spin up / spin down): 6.03 / 5.89 eV. The calculation puts the HOMO energy (spin up / spin down) at -0.356 / -0.432 hartree. As for the expectation value of S²: 6.06.

CARTESIAN COORDINATES (ANGSTROEM)
C1 -1.551 1.466 0.912
C2 -0.355 2.259 0.904
C3 0.009 2.475 -0.459
H1 0.182 2.603 1.791
C4 -0.979 1.866 -1.285
C5 -1.949 1.250 -0.446
H2 -2.824 0.702 -0.776
H3 -2.114 1.121 1.781
H4 0.892 3.003 -0.810
H5 -0.996 1.864 -2.368
C6 1.753 -1.269 0.920
C7 1.303 -0.476 1.988
C8 -0.041 -1.030 2.391
H6 1.866 0.175 2.656
C9 -0.575 -1.371 0.995
C10 0.593 -1.852 0.304
H7 0.606 -2.529 -0.542
H8 2.785 -1.397 0.604
H9 0.034 -1.987 2.950
H10 -1.580 -1.731 0.798
Os1 -0.008 0.378 -0.001
O1 0.771 -0.394 -1.648
C11 1.402 0.254 -2.738
C12 0.522 -0.025 -3.895
H11 1.526 1.346 -2.555
H12 2.362 -0.276 -2.862
H13 -0.408 0.549 -3.969
H14 -0.606 -0.319 -6.232
C13 0.089 -1.135 -6.010
C14 0.702 -1.132 -4.718
C15 1.545 -2.249 -4.363
H15 1.943 -2.293 -3.343
C16 1.821 -3.235 -5.298
H16 2.461 -4.077 -5.022
C17 1.287 -3.154 -6.597
H17 1.542 -3.916 -7.336
C18 0.427 -2.095 -6.948
H18 0.021 -2.028 -7.959
S1 -0.801 1.949 5.017
C19 -0.718 0.752 4.003
N1 -0.915 -0.196 3.252



[6]
This record from the OMol25 dataset describes a cluster of 2 separate species, C4H12NO in total. The level of theory is ωB97M-V/def2-TZVPD.

The value obtained for the total energy is -289.3320 Eh. As for the charge: +1. For the largest force on an atom, the calculation gives 2.467 eV/Å. As for the HOMO-LUMO gap: 10.41 eV. The calculation puts the HOMO energy at -0.507 hartree.

CARTESIAN COORDINATES (ANGSTROEM)
C1 -1.250 0.212 1.107
C2 -1.498 -0.548 -0.174
C3 -0.755 0.025 -1.323
C4 0.301 -0.593 -1.807
N1 0.163 -0.102 1.527
H1 -1.328 1.287 0.924
H2 -1.962 0.060 1.910
H3 -1.350 -1.628 -0.024
H4 -2.585 -0.611 -0.323
H5 -0.885 1.083 -1.532
H6 1.017 -0.122 -2.475
H7 0.559 -1.644 -1.665
H8 0.764 0.012 0.687
H9 0.529 0.536 2.232
H10 0.281 -1.051 1.886
H11 2.610 1.572 0.284
H12 2.993 0.729 -0.993
O1 2.397 0.785 -0.239



[7]
This record from the OMol25 dataset describes a cluster of 2 separate species, C5H16N2O in total. The level of theory is ωB97M-V/def2-TZVPD.

The value obtained for the total energy is -384.8283 Eh. For the largest force on an atom, the calculation gives 1.555 eV/Å. As for the HOMO-LUMO gap: 9.04 eV. Its structure (SMILES) is CCNC[C@H](C)N.O. The calculation puts the HOMO energy at -0.296 hartree.

CARTESIAN COORDINATES (ANGSTROEM)
C1 -0.868 -1.186 -2.747
C2 -1.537 -0.304 -1.646
N1 -0.474 0.230 -0.816
C3 -0.448 -0.168 0.566
C4 0.980 -0.300 1.103
C5 1.150 -1.476 2.099
N2 1.477 0.995 1.581
H1 -1.466 -1.970 -3.199
H2 -0.531 -0.530 -3.524
H3 0.011 -1.648 -2.303
H4 -2.019 0.500 -2.220
H5 -2.309 -0.909 -1.085
H6 -0.263 1.211 -0.927
H7 -0.928 -1.127 0.735
H8 -1.097 0.529 1.223
H9 1.613 -0.595 0.252
H10 1.016 -2.404 1.547
H11 0.451 -1.410 2.936
H12 2.168 -1.441 2.504
H13 1.074 1.374 2.421
H14 2.487 1.034 1.579
O1 -0.517 3.094 -0.059
H15 0.190 2.581 0.365
H16 -0.159 3.920 -0.385



[8]
This record from the OMol25 dataset describes an isolated molecule of C7H8O. The level of theory is ωB97M-V/def2-TZVPD.

The value obtained for the total energy is -346.5803 Eh. For the largest force on an atom, the calculation gives 9.206 eV/Å. As for the HOMO-LUMO gap: 8.09 eV. Its structure (SMILES) is C=c1cc/c(=C/C)o1. The calculation puts the HOMO energy at -0.286 hartree.

CARTESIAN COORDINATES (ANGSTROEM)
C1 2.574 -1.050 0.267
C2 1.376 -0.362 0.015
C3 1.551 0.935 -0.122
C4 0.419 1.481 0.049
C5 -0.686 0.470 -0.065
C6 -2.047 0.387 0.258
C7 -2.823 -0.782 0.018
O1 0.108 -0.790 -0.316
H1 2.482 -2.277 -0.011
H2 3.585 -0.497 0.246
H3 2.437 1.489 -0.135
H4 0.093 2.598 -0.128
H5 -2.450 1.436 0.108
H6 -2.255 -1.676 -0.340
H7 -3.536 -0.454 -0.827
H8 -3.393 -0.770 1.092